(1)
{
  "formula": "C21H23ClFN2SSiTa",
  "method": "wB97M-V/def2-TZVPD",
  "charge": 2,
  "multiplicity": 1,
  "energy_ha": -2227.75719,
  "e_above_lowest_ev": 0.0000,
  "gap_ev": 6.17,
  "e_homo_ev": -14.76,
  "symbols": ["Ta", "C", "Si", "C", "C", "N", "C", "C", "C", "C", "C", "C", "F", "H", "H", "H", "H", "H", "H", "H", "H", "H", "H", "H", "H", "H", "S", "C", "C", "C", "C", "C", "N", "H", "H", "H", "H", "Cl", "C", "C", "C", "C", "C", "C", "C", "H", "H", "H", "H", "H", "H"],
  "xyz": [[0.054, -0.288, -1.140], [4.800, 1.151, -0.624], [3.320, -0.021, -0.482], [3.159, -0.697, 1.298], [3.266, -1.353, -1.858], [1.639, 0.718, -0.687], [1.533, 2.021, -0.212], [2.328, 3.086, -0.641], [2.141, 4.355, -0.122], [1.184, 4.596, 0.850], [0.361, 3.562, 1.282], [0.537, 2.323, 0.720], [-0.314, 1.260, 1.055], [5.692, 0.594, -0.353], [4.730, 1.986, 0.067], [4.969, 1.543, -1.623], [3.018, -1.773, 1.330], [2.340, -0.224, 1.836], [4.069, -0.491, 1.854], [4.206, -1.897, -1.859], [3.167, -0.924, -2.855], [2.487, -2.108, -1.719], [3.053, 2.912, -1.417], [2.746, 5.168, -0.493], [1.061, 5.588, 1.255], [-0.402, 3.715, 2.029], [-1.108, 1.734, -2.067], [-2.527, 1.358, -1.124], [-3.611, 2.218, -0.982], [-4.696, 1.778, -0.243], [-4.675, 0.502, 0.308], [-3.537, -0.269, 0.150], [-2.478, 0.152, -0.541], [-3.592, 3.195, -1.437], [-5.542, 2.428, -0.097], [-5.525, 0.110, 0.845], [-3.461, -1.253, 0.590], [-0.950, -2.294, -2.096], [-1.612, -3.087, -0.677], [-2.595, -4.045, -0.826], [-3.138, -4.627, 0.311], [-2.687, -4.250, 1.565], [-1.708, -3.283, 1.690], [-1.143, -2.677, 0.568], [-0.054, -1.680, 0.701], [-2.936, -4.344, -1.804], [-3.914, -5.369, 0.213], [-3.093, -4.710, 2.450], [-1.347, -2.991, 2.662], [0.905, -2.209, 0.677], [-0.123, -1.195, 1.673]],
  "mulliken_charge": [0.602, -1.292, 0.468, -1.121, -1.255, 0.600, 0.115, -0.664, -0.999, -0.490, -0.906, 1.083, -0.188, 0.421, 0.427, 0.358, 0.370, 0.314, 0.467, 0.391, 0.371, 0.420, 0.626, 0.452, 0.445, 0.527, -0.236, 0.754, -0.821, -0.215, -0.895, 0.003, -0.037, 0.480, 0.455, 0.442, 0.230, -0.181, 1.072, -0.724, -0.549, -0.736, -0.357, 0.390, -1.429, 0.485, 0.447, 0.448, 0.480, 0.535, 0.417]
}

=====

(2)
{
  "formula": "C4H8N2",
  "method": "wB97M-V/def2-TZVPD",
  "multiplicity": 1,
  "energy_ha": -266.66310,
  "e_above_lowest_ev": 1.6028,
  "gap_ev": 9.68,
  "e_homo_ev": -8.73,
  "symbols": ["C", "C", "C", "N", "C", "N", "H", "H", "H", "H", "H", "H", "H", "H"],
  "xyz": [[-0.399, 0.745, 1.953], [0.239, -0.038, 0.801], [0.914, 0.704, -0.378], [0.439, 0.230, -1.690], [-0.378, -0.682, -1.334], [-0.788, -0.940, 0.000], [-0.686, -0.152, 2.493], [0.386, 1.420, 2.341], [-1.336, 1.070, 1.712], [0.998, -0.671, 1.353], [0.734, 1.728, -0.134], [2.010, 0.421, -0.278], [-0.683, -1.397, -2.121], [-1.233, -1.826, 0.211]],
  "mulliken_charge": [-1.419, 0.305, -0.333, -0.536, -0.123, -0.328, 0.322, 0.356, 0.440, 0.212, 0.287, 0.246, 0.341, 0.230]
}

=====

(3)
{
  "formula": "CH10N2O3",
  "method": "wB97M-V/def2-TZVPD",
  "multiplicity": 1,
  "energy_ha": -379.32446,
  "e_above_lowest_ev": 0.6325,
  "gap_ev": 10.53,
  "e_homo_ev": -9.80,
  "symbols": ["H", "N", "C", "N", "H", "H", "H", "O", "H", "H", "O", "H", "H", "O", "H", "H"],
  "xyz": [[1.664, -1.094, 1.433], [1.433, -0.719, 0.515], [1.951, 0.430, 0.384], [1.657, 1.353, -0.599], [2.758, 0.778, 1.039], [0.975, 1.169, -1.320], [1.460, 2.236, -0.155], [-0.695, -1.315, -1.284], [-0.023, -1.265, -0.546], [-1.273, -2.058, -1.091], [-1.749, -1.103, 3.178], [-2.100, -0.236, 3.326], [-2.341, -1.363, 2.470], [-1.405, 1.319, -2.187], [-1.095, 1.502, -3.078], [-1.216, 0.366, -2.086]],
  "mulliken_charge": [0.201, -0.632, -0.035, -0.496, 0.347, 0.250, 0.244, -0.706, 0.481, 0.310, -0.627, 0.312, 0.312, -0.668, 0.335, 0.371]
}

=====

(4)
{
  "formula": "H14LiO7",
  "method": "wB97M-V/def2-TZVPD",
  "charge": 1,
  "multiplicity": 1,
  "energy_ha": -542.39877,
  "e_above_lowest_ev": 2.5952,
  "gap_ev": 10.30,
  "e_homo_ev": -13.97,
  "symbols": ["Li", "O", "H", "H", "O", "H", "H", "O", "H", "H", "O", "H", "H", "O", "H", "H", "O", "H", "H", "O", "H", "H"],
  "xyz": [[-11.995, -10.613, 29.957], [-10.363, -9.759, 28.953], [-10.396, -8.829, 29.187], [-9.606, -9.721, 28.236], [-14.675, -9.094, 31.967], [-14.325, -8.516, 31.322], [-14.187, -9.989, 31.773], [-11.471, -12.790, 29.717], [-10.645, -13.149, 30.253], [-12.187, -13.264, 30.337], [-10.383, -12.568, 27.277], [-10.489, -12.477, 28.269], [-10.463, -13.533, 27.049], [-12.640, -8.134, 30.335], [-11.934, -7.319, 30.523], [-13.486, -7.853, 29.992], [-13.991, -11.135, 29.177], [-13.967, -11.837, 28.531], [-14.860, -11.175, 29.765], [-12.195, -10.715, 31.906], [-12.620, -11.292, 32.389], [-11.702, -10.188, 32.618]],
  "mulliken_charge": [0.893, -0.631, 0.265, 0.325, -0.576, 0.295, 0.269, -0.714, 0.369, 0.322, -0.631, 0.354, 0.311, -0.646, 0.341, 0.361, -0.636, 0.312, 0.345, -0.454, 0.255, 0.273]
}

=====

(5)
{
  "formula": "C4H13N4O",
  "method": "wB97M-V/def2-TZVPD",
  "charge": 2,
  "multiplicity": 2,
  "energy_ha": -453.78466,
  "e_above_lowest_ev": 1.2939,
  "gap_ev": [9.98, 4.43],
  "e_homo_ev": [-17.77, -17.73],
  "symbols": ["C", "C", "N", "N", "N", "H", "H", "H", "H", "H", "H", "H", "H", "C", "C", "O", "N", "H", "H", "H", "H", "H"],
  "xyz": [[-1.516, -0.105, -2.703], [-0.482, 1.519, -1.228], [-0.394, 0.237, -1.776], [-0.906, 2.477, -2.041], [-0.264, 1.779, 0.059], [-0.262, -0.605, -1.235], [-1.078, -0.661, -3.531], [-1.989, 0.710, -3.266], [-1.049, 2.317, -3.022], [-0.735, 3.423, -1.732], [0.144, 0.990, 0.532], [0.030, 2.689, 0.388], [-2.278, -0.623, -2.143], [1.527, -0.731, 2.973], [0.868, -1.474, 1.835], [0.786, -0.916, 0.725], [0.532, -2.722, 2.124], [2.466, -0.255, 2.672], [1.830, -1.252, 3.899], [-0.057, -3.223, 1.467], [0.778, -3.156, 3.004], [0.944, -0.071, 3.632]],
  "lowdin_spin": [0.001, 0.000, 0.007, 0.005, 0.004, 0.001, 0.000, 0.000, 0.000, 0.000, 0.000, 0.000, 0.000, 0.078, 0.099, 0.762, 0.027, -0.002, 0.015, 0.001, 0.002, 0.001]
}

=====

(6)
{
  "formula": "C27H32AlAsBrIN3OSi2",
  "method": "wB97M-V/def2-TZVPD",
  "charge": 1,
  "multiplicity": 1,
  "energy_ha": -7216.52116,
  "e_above_lowest_ev": 0.3872,
  "gap_ev": 5.88,
  "e_homo_ev": -9.61,
  "symbols": ["Al", "Br", "C", "C", "C", "C", "O", "C", "C", "N", "C", "C", "C", "C", "C", "C", "C", "C", "N", "C", "C", "H", "H", "H", "H", "H", "H", "H", "H", "H", "H", "C", "Si", "C", "C", "As", "Si", "C", "C", "C", "H", "H", "H", "H", "H", "H", "H", "H", "H", "H", "H", "H", "H", "H", "H", "H", "H", "H", "I", "C", "C", "C", "C", "C", "N", "H", "H", "H", "H"],
  "xyz": [[-0.611, -0.144, 0.511], [-0.253, -5.112, 6.043], [-0.566, -3.978, 4.566], [-1.847, -3.906, 4.005], [-2.096, -3.094, 2.922], [-1.073, -2.308, 2.372], [-1.340, -1.522, 1.349], [0.217, -2.391, 2.938], [1.319, -1.722, 2.322], [1.204, -0.864, 1.366], [2.347, -0.409, 0.681], [3.624, -0.270, 1.149], [4.653, 0.135, 0.270], [4.398, 0.379, -1.050], [3.080, 0.260, -1.551], [2.715, 0.492, -2.897], [1.408, 0.366, -3.272], [0.443, 0.066, -2.299], [0.740, -0.152, -1.037], [2.057, -0.102, -0.665], [0.459, -3.244, 4.032], [-2.645, -4.503, 4.426], [-3.080, -3.040, 2.478], [2.317, -2.013, 2.657], [3.857, -0.468, 2.187], [5.658, 0.242, 0.654], [5.195, 0.670, -1.722], [3.477, 0.763, -3.617], [1.094, 0.526, -4.293], [-0.601, 0.023, -2.552], [1.458, -3.321, 4.442], [-2.965, 3.267, 1.860], [-3.574, 2.742, 0.163], [-3.186, 4.074, -1.093], [-5.432, 2.560, 0.304], [-2.796, 0.585, -0.366], [-3.169, 0.565, -2.681], [-4.985, 0.890, -2.974], [-2.177, 1.830, -3.685], [-2.785, -1.193, -3.272], [-3.612, 4.058, 2.246], [-1.946, 3.656, 1.849], [-3.017, 2.431, 2.560], [-3.657, 5.013, -0.791], [-3.579, 3.810, -2.074], [-2.114, 4.249, -1.195], [-5.865, 3.479, 0.706], [-5.682, 1.740, 0.979], [-5.908, 2.358, -0.654], [-5.254, 1.927, -2.777], [-5.594, 0.250, -2.335], [-5.239, 0.675, -4.015], [-2.828, 2.644, -4.006], [-1.755, 1.383, -4.588], [-1.368, 2.277, -3.106], [-3.722, -1.721, -3.455], [-2.238, -1.772, -2.525], [-2.217, -1.209, -4.204], [0.827, 3.202, -0.068], [0.254, 2.522, 1.817], [0.451, 3.375, 2.891], [0.001, 2.989, 4.142], [-0.642, 1.769, 4.277], [-0.790, 0.977, 3.161], [-0.339, 1.331, 1.944], [0.932, 4.329, 2.738], [0.140, 3.641, 4.993], [-1.028, 1.433, 5.228], [-1.286, 0.018, 3.221]],
  "mulliken_charge": [-0.723, -0.165, -0.311, -0.327, -0.859, -0.303, -0.033, 0.709, 0.132, 0.497, -0.247, -0.514, -1.016, -0.868, 1.037, -0.761, -1.084, 0.403, 0.841, 0.335, -0.759, 0.443, 0.520, 0.444, 0.538, 0.419, 0.445, 0.483, 0.472, 0.069, 0.520, -0.728, 0.213, -0.902, -1.096, -0.104, 0.812, -1.260, -1.215, -1.301, 0.544, 0.080, 0.179, 0.415, 0.211, 0.206, 0.374, 0.296, 0.277, 0.291, 0.353, 0.392, 0.412, 0.458, 0.267, 0.334, 0.271, 0.376, 0.155, -0.319, -0.482, -0.408, -0.951, -0.217, 0.623, 0.532, 0.435, 0.515, 0.625]
}

=====

Result set for strongest force on any atom: 4.1; 3.6; 1.2; 7.5; 4.6; 0.2 eV/A, one per record in the order listed.